## a
Below is a structure of composition C6H8O2, with properties calculated with the ωB97M-V functional and the def2-TZVPD basis.

Calculated values
Orbital gap in eV: 8.603
Multiplicity: 1
Lowest unoccupied orbital energy in eV: 0.7261

Geometry (Å):
C  -0.4881  -1.3672  -0.8742
C  0.1729  -1.1942  0.5002
C  0.9385  0.9323  -0.1334
C  1.8583  1.9272  0.0045
C  -1.1799  -0.2985  1.0364
C  -1.1155  -0.0110  -0.4933
H  -0.2815  -1.4870  -2.2023
H  -1.4082  -2.0367  -0.6031
H  0.4917  -2.1190  0.9457
H  -0.6639  0.7704  1.5536
H  1.8129  2.7178  -0.6840
H  2.9171  2.0243  0.5702
H  -2.0762  -0.9139  1.3891
H  -2.1075  0.3241  -0.9150
O  1.2885  -0.2122  0.6010
O  -0.1591  0.9435  -0.6955

=====

## b
Below is a structure of composition C6H8O2, with properties calculated with the ωB97M-V functional and the def2-TZVPD basis.

Calculated values
Orbital gap in eV: 10.015
Multiplicity: 1
Lowest unoccupied orbital energy in eV: 0.0469

Geometry (Å):
C  -0.3958  -0.7951  0.6077
C  0.1997  -0.6025  1.9581
C  0.7572  1.4070  -0.1595
C  -0.2422  0.2969  -0.4733
O  -1.4407  -1.4633  0.4634
C  0.1162  -0.3822  -1.7307
C  0.3175  -0.9262  -2.7805
O  -1.5688  0.7667  -0.4998
H  -2.1206  -0.3059  -0.2571
H  -0.1501  0.3429  2.3743
H  -0.0987  -1.4151  2.6162
H  1.2841  -0.5326  1.8795
H  1.7662  1.0109  -0.0485
H  0.7530  2.1072  -0.9930
H  0.4538  1.9328  0.7431
H  0.3693  -1.4415  -3.7000

=====

## c
Below is a structure of composition C6H8O2, with properties calculated with the ωB97M-V functional and the def2-TZVPD basis.

Calculated values
Orbital gap (alpha / beta) in eV: 7.020 / 7.683
Multiplicity: 1
Lowest unoccupied orbital energy (alpha / beta) in eV: 0.0451 / -0.0769

Geometry (Å):
C  -1.1673  0.2689  1.1504
C  -0.9508  -0.0419  -1.1652
C  0.6090  0.0288  -1.0597
C  1.2621  1.2626  -1.2448
O  -1.4897  0.7166  -0.0849
O  -1.7075  -0.9333  1.5015
C  0.6956  -0.4199  0.7181
C  1.3793  -1.1313  1.4246
H  -1.2698  -1.1635  2.3551
H  -1.1262  1.0483  1.9056
H  -1.2553  -1.0886  -1.0678
H  -1.3324  0.3689  -2.0968
H  1.0278  -0.7758  -1.6659
H  2.1582  1.3310  -1.8448
H  0.9471  2.1407  -0.6951
H  2.2199  -1.6115  1.8698

=====

Stability ranking, top entry: b; the second entry is 224.4 kJ/mol less favorable.

=====

## a
Below is a structure of composition C6H8O2, with properties calculated with the ωB97M-V functional and the def2-TZVPD basis.

Calculated values
Orbital gap in eV: 9.442
Multiplicity: 1
Lowest unoccupied orbital energy in eV: 0.5081

Geometry (Å):
C  1.0150  0.1053  0.1181
C  -0.0377  1.1315  0.5675
C  -0.7207  -0.1098  0.9675
C  -0.1913  -0.5459  -0.2835
C  -0.6240  0.2940  -1.2308
C  -0.5215  1.5447  -0.7033
H  1.8866  -1.2680  0.6751
H  1.6207  0.2777  -0.7123
H  0.4425  1.7929  1.3334
H  -1.8494  -0.1768  1.1823
H  -0.3655  -0.6612  1.9299
H  -0.1743  -2.6266  -1.2522
H  -0.8889  0.0459  -2.2373
H  -0.9244  2.5250  -1.1115
O  1.8164  -0.3738  1.1380
O  -0.4833  -1.9549  -0.3809

=====

## b
Below is a structure of composition C6H8O2, with properties calculated with the ωB97M-V functional and the def2-TZVPD basis.

Calculated values
Orbital gap in eV: 8.802
Multiplicity: 1
Lowest unoccupied orbital energy in eV: 0.8855

Geometry (Å):
C  -1.2686  -0.9685  0.3400
C  -0.8006  0.6392  -1.5628
C  0.2127  -0.5223  -1.7005
C  0.5284  0.3587  0.8758
C  -0.2390  -0.4512  1.9565
C  -0.3210  -0.1193  -0.3479
O  -2.2727  -1.5510  0.1535
O  0.6380  -1.4454  2.4662
H  -0.2812  1.5410  -1.6159
H  -1.8127  0.5799  -1.8028
H  -0.1539  -1.6027  -1.9855
H  1.1922  -0.1659  -1.8433
H  0.5185  1.4581  1.0367
H  1.4230  -0.2648  0.9448
H  -0.9039  -0.0478  2.7419
H  0.0243  -2.1911  2.7626

=====

## c
Below is an isolated molecule of C6H8O2, with properties calculated with the ωB97M-V functional and the def2-TZVPD basis.

Calculated values
Orbital gap in eV: 10.059
Multiplicity: 1
Lowest unoccupied orbital energy in eV: 1.0006

Geometry (Å):
C  -0.8594  0.2142  1.1910
C  -0.8130  0.9410  -1.1243
C  0.5850  0.4952  -1.1097
C  0.5432  -0.9295  -0.8082
C  1.1330  -1.2251  0.5562
C  0.4683  -0.5523  1.4526
H  -0.5991  1.3133  1.4358
H  -1.5620  -0.2856  1.8476
H  -1.2072  0.9500  -2.1013
H  -0.7909  1.9387  -0.8615
H  1.2537  1.2776  -0.7342
H  -0.4867  -1.1736  -0.9613
H  1.9019  -1.9568  0.8256
H  0.6736  -0.6873  2.4785
O  -1.4270  0.1613  -0.1492
O  1.1869  -0.4810  -1.9378

=====

## d
Below is a structure of composition C6H8O2, with properties calculated with the ωB97M-V functional and the def2-TZVPD basis.

Calculated values
Orbital gap in eV: 9.935
Multiplicity: 1
Lowest unoccupied orbital energy in eV: 0.5721

Geometry (Å):
C  -0.6100  -0.9805  0.0992
C  -0.4330  0.3184  0.9135
C  1.1237  0.5430  0.7671
C  1.4120  0.0008  -0.6919
C  -0.1092  -0.0425  -0.9961
C  -0.8721  1.0006  -0.2120
H  -2.5936  -1.5162  -0.5056
H  -0.2066  -1.9622  0.1176
H  -0.5304  0.6312  2.0845
H  1.6262  -0.0390  1.4579
H  1.4144  1.6553  0.9449
H  1.5580  -1.2691  -0.6176
H  2.0989  0.6852  -1.1977
H  -0.2381  -0.2454  -1.9885
O  -2.0776  -0.8180  0.1740
O  -1.5628  2.0386  -0.3494

=====

Stability ranking, top entry: b; the second entry is 97.9 kJ/mol less favorable.

=====

## a
Below is an isolated molecule of C6H8O2, with properties calculated with the ωB97M-V functional and the def2-TZVPD basis.

Calculated values
Orbital gap in eV: 8.865
Multiplicity: 1
Lowest unoccupied orbital energy in eV: 0.7452

Geometry (Å):
C  -1.8082  0.0793  0.2953
C  -0.5475  -0.9691  0.5401
C  1.7135  -0.8921  -0.1926
C  1.8074  0.6899  -0.1464
C  0.7163  1.3702  0.0390
C  -0.5506  0.4496  -0.1672
H  -3.3878  0.5137  -0.5321
H  -2.4021  0.1835  1.3957
H  -0.4252  -1.1308  1.5525
H  2.3755  -1.4667  -0.9903
H  2.3061  -1.2337  0.8058
H  2.6991  1.3860  -0.5597
H  0.5708  2.4292  0.1097
H  -0.7552  0.3058  -1.1715
O  -2.7672  -0.2199  -0.5994
O  0.4553  -1.4948  -0.3789

=====

## b
Below is an isolated molecule of C6H8O2, with properties calculated with the ωB97M-V functional and the def2-TZVPD basis.

Calculated values
Orbital gap in eV: 9.573
Multiplicity: 1
Lowest unoccupied orbital energy in eV: 0.8875

Geometry (Å):
C  -0.9466  -0.5147  -0.3672
C  -1.3020  0.9305  -0.4049
C  -0.2845  1.8091  -0.1722
C  0.9804  1.0755  -0.0480
C  1.0885  0.1887  1.1605
C  0.6118  -0.4334  -0.1029
H  -1.3319  -1.5180  1.3266
H  -1.0557  -1.0172  -1.3239
H  -2.3176  1.2261  -0.7018
H  -0.3743  2.8620  -0.2144
H  1.8441  1.6623  -0.3131
H  0.4246  0.3730  1.9779
H  2.1067  -0.0080  1.4538
H  1.5431  -1.1821  -1.5981
O  -1.7138  -1.2439  0.5122
O  1.4982  -1.3477  -0.6370

=====

## c
Below is a structure of composition C6H8O2, with properties calculated with the ωB97M-V functional and the def2-TZVPD basis.

Calculated values
Orbital gap in eV: 9.077
Multiplicity: 1
Lowest unoccupied orbital energy in eV: 0.4693

Geometry (Å):
C  1.4326  -0.3180  1.1418
C  0.3830  -1.4039  -0.7312
C  -0.8815  0.1070  -1.2258
C  -1.1141  1.6442  -0.5703
C  0.1257  0.3490  0.5476
C  -0.7118  -0.7979  0.0340
H  0.8725  -0.9442  1.8208
H  2.2839  0.2792  1.6374
H  0.2118  -2.3623  -1.0869
H  -1.8919  -0.1217  -1.6711
H  -0.5868  2.4383  -0.9942
H  -2.1614  1.7501  -0.4210
H  0.5014  0.8443  -0.4388
H  -1.5438  -1.2524  0.7098
O  1.7129  -1.1913  -0.1347
O  -0.8490  1.4270  0.7931

=====

Stability ranking, top entry: b; the second entry is 451.6 kJ/mol less favorable.

=====

## a
Below is an isolated molecule of C6H8O2, with properties calculated with the ωB97M-V functional and the def2-TZVPD basis.

Calculated values
Orbital gap in eV: 9.301
Multiplicity: 1
Lowest unoccupied orbital energy in eV: 0.1783

Geometry (Å):
C  -1.4915  -0.6570  -0.3102
C  -0.4458  0.6112  -0.3651
C  -0.5477  1.7621  -0.9324
C  0.7445  0.4062  0.3067
C  0.6123  0.1244  1.7286
C  2.1318  -0.1998  -0.2177
H  -1.4240  -2.4731  -0.9150
H  -2.0423  -0.6544  0.5785
H  -2.0423  -0.5028  -1.3032
H  0.3546  2.4007  -0.7678
H  -1.4365  2.4077  -1.2750
H  1.3194  -0.4668  2.2788
H  -0.3315  0.3453  2.3177
H  2.9224  -0.6546  0.5463
O  -0.7647  -1.8364  -0.3788
O  2.4413  -0.6127  -1.2912

=====

## b
Below is an isolated molecule of C6H8O2, with properties calculated with the ωB97M-V functional and the def2-TZVPD basis.

Calculated values
Orbital gap in eV: 9.093
Multiplicity: 1
Lowest unoccupied orbital energy in eV: 0.6308

Geometry (Å):
C  0.2594  -0.4828  0.2683
C  -1.2277  -0.5144  -0.0444
C  0.8843  0.6911  0.4124
C  -2.0762  -0.0038  0.8203
C  -1.5381  -1.2141  -1.3182
C  2.3567  0.7249  0.7265
O  0.3993  1.8930  -0.0682
O  -2.7824  0.4819  1.5867
H  0.6758  -1.3978  0.7188
H  -2.5905  -1.3798  -1.4250
H  -1.2059  -0.5110  -2.2206
H  -0.9473  -2.1873  -1.3912
H  2.7377  -0.3468  0.8405
H  2.9795  1.2356  -0.0867
H  2.5213  1.2307  1.6328
H  -0.4459  1.7806  -0.4521

=====

Stability ranking, top entry: b; the second entry is 265.3 kJ/mol less favorable.

=====

## a
Below is an isolated molecule of C3H5NO2, with properties calculated with the ωB97M-V functional and the def2-TZVPD basis.

Calculated values
Orbital gap in eV: 9.419
Multiplicity: 1
Lowest unoccupied orbital energy in eV: 0.2880

Geometry (Å):
C  -0.9889  1.3794  -0.1187
N  0.1501  0.5934  0.3170
C  -0.0482  -0.7227  0.5384
O  -1.0724  -1.3248  0.6671
C  1.3454  -1.7040  -0.6319
O  1.2072  -1.4255  0.6444
H  -1.8590  1.0601  0.4551
H  -0.7903  2.4328  0.0782
H  -1.2008  1.2402  -1.1855
H  1.0569  0.8579  -0.0410
H  2.2001  -2.3867  -0.7230

=====

## b
Below is a cluster of 2 separate species, C3H5NO2 in total, with properties calculated with the ωB97M-V functional and the def2-TZVPD basis.

Calculated values
Orbital gap (alpha / beta) in eV: 8.907 / 8.908
Multiplicity: 1
Lowest unoccupied orbital energy (alpha / beta) in eV: -0.8715 / -0.8712

Geometry (Å):
O  1.8019  0.5546  0.6270
C  0.4447  -0.6337  -0.1445
C  -0.8284  0.0799  0.2006
O  -0.3872  1.3459  -0.0946
C  -1.9777  -0.4024  -0.6412
N  -2.8555  -0.7647  -1.2996
H  2.4679  0.6750  -0.0853
H  0.6674  -0.6441  -1.2118
H  0.8535  -1.4106  0.4685
H  -1.1222  -0.0907  1.2554
H  0.9377  1.2980  0.4451

=====

## c
Below is an isolated molecule of C3H5NO2, with properties calculated with the ωB97M-V functional and the def2-TZVPD basis.

Calculated values
Orbital gap in eV: 10.092
Multiplicity: 1
Lowest unoccupied orbital energy in eV: 0.6902

Geometry (Å):
N  0.4077  -1.0915  1.7099
C  -0.0940  -0.9697  0.4360
O  -0.8396  -1.8052  -0.0522
C  0.2781  0.2773  -0.2499
C  -0.2015  0.5771  -1.4635
O  -0.3106  1.8521  -1.8798
H  0.7763  -0.2846  2.1891
H  -0.0190  -1.8033  2.2826
H  0.8544  1.0356  0.2800
H  -0.3049  2.3579  -1.0540
H  -0.5470  -0.1456  -2.1981

=====

## d
Below is an isolated molecule of C3H5NO2, with properties calculated with the ωB97M-V functional and the def2-TZVPD basis.

Calculated values
Orbital gap in eV: 10.587
Multiplicity: 1
Lowest unoccupied orbital energy in eV: 0.8637

Geometry (Å):
N  -1.2394  -0.7811  0.4868
C  -1.4226  0.0795  -0.4202
O  -0.3986  0.7410  -0.9549
C  0.9009  0.3226  -0.5129
C  1.1125  -0.0182  0.9723
O  1.3396  0.8268  1.8044
H  -2.0994  -1.1680  0.8530
H  -2.3654  0.4007  -0.8686
H  1.5414  1.1709  -0.7425
H  1.1890  -0.5527  -1.1023
H  1.1789  -1.0965  1.2061

=====

Stability ranking, top entry: c; the second entry is 80.9 kJ/mol less favorable.

=====

## a
Below is a cluster of 2 separate species, C3H5NO2 in total, with properties calculated with the ωB97M-V functional and the def2-TZVPD basis.

Calculated values
Orbital gap in eV: 10.663
Multiplicity: 1
Lowest unoccupied orbital energy in eV: 0.8954

Geometry (Å):
O  -0.6246  1.9482  -1.4060
C  -0.1910  1.7959  -0.2877
C  0.0090  0.4266  0.3230
N  -0.3165  -0.6389  -0.6000
C  0.8265  -3.0745  0.3832
O  1.4054  -2.4662  1.1512
H  0.0903  2.6691  0.3344
H  1.0453  0.3622  0.6940
H  -0.6190  0.3567  1.2196
H  -0.5164  -0.2237  -1.5069
H  -1.1752  -1.0898  -0.3029

=====

## b
Below is an isolated molecule of C3H5NO2, with properties calculated with the ωB97M-V functional and the def2-TZVPD basis.

Calculated values
Orbital gap in eV: 9.476
Multiplicity: 1
Lowest unoccupied orbital energy in eV: -0.0737

Geometry (Å):
C  -0.4041  -1.6557  -0.1524
N  -0.3103  -0.2318  -0.1007
C  0.6193  0.4991  0.4796
O  1.5123  0.1241  1.2322
C  0.2929  2.0637  -0.0626
O  -0.4889  2.4235  -0.9206
H  0.4029  -2.0835  0.4434
H  -1.3709  -1.9677  0.2421
H  -0.3119  -1.9842  -1.1909
H  -0.9277  0.3541  -0.6352
H  0.9863  2.4583  0.6650

=====

## c
Below is a cluster of 2 separate species, C3H5NO2 in total, with properties calculated with the ωB97M-V functional and the def2-TZVPD basis.

Calculated values
Orbital gap in eV: 10.478
Multiplicity: 1
Lowest unoccupied orbital energy in eV: 0.7005

Geometry (Å):
C  1.2688  -0.2698  0.0322
N  -0.1290  -0.0178  -0.3383
C  -0.9983  2.0102  0.0044
O  -0.6745  2.3687  1.0283
C  -1.0172  -1.0290  -0.1318
O  -0.7403  -2.1536  0.2350
H  1.7211  -0.9737  -0.6713
H  1.3409  -0.7266  1.0320
H  1.8449  0.6585  0.0352
H  -0.5600  0.8433  -0.8922
H  -2.0564  -0.7102  -0.3335

=====

## d
Below is a cluster of 2 separate species, C3H5NO2 in total, with properties calculated with the ωB97M-V functional and the def2-TZVPD basis.

Calculated values
Orbital gap in eV: 10.388
Multiplicity: 1
Lowest unoccupied orbital energy in eV: 0.9504

Geometry (Å):
O  1.8152  -1.3873  -0.2825
C  1.5936  -0.4388  0.4313
C  0.4067  0.4761  0.2538
N  -0.4276  0.0036  -0.8084
C  -2.7183  -0.6036  0.0224
O  -2.4815  -0.4813  1.1311
H  2.2704  -0.1868  1.2724
H  -0.1328  0.4767  1.2193
H  0.8014  1.5011  0.1367
H  0.0337  -0.6366  -1.4377
H  -1.0363  0.6683  -1.2597

=====

Stability ranking, top entry: a; the second entry is 12.0 kJ/mol less favorable.